Entry 1:
Entry from the OMol25 dataset: 2 unconnected molecules or ions with the total composition C5H5N in a non-equilibrium geometry (wB97M-V/def2-TZVPD).

Computed properties:
Relative energy (zero: lowest compared OMol25 entry of this formula, charge and spin): 671.51 kJ/mol
Net charge: 0
Frontier orbital gap (spin up / spin down): 9.21 / 9.21 eV
LUMO energy (spin up / spin down): 0.177 / 0.177 eV

```
11
Properties=species:S:1:pos:R:3:forces:R:3:nbo_charge:R:1
C -0.2542 -0.3393 0.7155 -4.8 -0.4 1.7 -0.189
C 0.7166 0.0354 0.1252 0.9 0.1 -0.3 -0.160
C -3.2100 -1.2865 0.5227 0.8 0.5 0.9 0.070
C -2.4238 -0.5362 1.4120 2.8 -1.2 -1.6 0.071
C 1.9839 0.3790 -0.4961 -0.1 0.1 -0.1 -0.682
N -2.8663 -1.9202 1.5707 0.1 0.8 -0.2 -0.247
H -3.7324 -1.3740 -0.3984 -0.3 -0.3 -0.4 0.230
H -2.5722 0.2964 2.0602 0.2 0.3 0.3 0.224
H 2.5796 0.9882 0.1834 0.1 0.0 -0.1 0.228
H 1.7925 0.9458 -1.4067 0.2 0.0 -0.1 0.226
H 2.5364 -0.5247 -0.7480 0.1 0.0 0.0 0.229
```
Positions in Å, forces in eV/Å.


Entry 2:
Entry from the OMol25 dataset: 7 unconnected molecules or ions with the total composition C41H57F9N7O2PS in a non-equilibrium geometry (wB97M-V/def2-TZVPD).

Computed properties:
Relative energy (zero: lowest compared OMol25 entry of this formula, charge and spin): 0.00 kJ/mol
Net charge: 0
SMILES string: CP(C)c1cc(C(F)(F)C(F)(F)C(F)(F)C(F)(F)F)cc2c1C(=O)N(CCCS)C2=O.CCCC#N.CCCC#N.CCCC#N.CCCC#N.CCCC#N.CCCC#N
Frontier orbital gap: 7.53 eV
LUMO energy: -0.101 eV

```
118
Properties=species:S:1:pos:R:3:forces:R:3:mulliken_charge:R:1
C -0.5426 4.7598 -0.1009 -0.3 -0.3 0.9 -1.100
P -1.6438 3.2843 -0.2444 -1.0 -0.1 -1.6 0.335
C -3.1562 3.6741 0.7516 1.0 0.1 0.7 -1.112
C -0.8875 1.8485 0.6310 -0.4 1.1 -0.7 1.281
C -0.7722 1.7591 1.9934 -0.6 1.3 0.4 -0.168
C -0.2370 0.6794 2.6299 0.1 -0.1 0.7 -0.035
C -0.2292 0.7243 4.1346 0.3 0.1 -0.7 1.074
F -0.1729 2.0186 4.5415 0.1 0.4 0.4 -0.291
F -1.3692 0.2291 4.6359 -0.3 -0.5 0.2 -0.331
C 0.9570 0.0393 4.8351 -0.2 0.5 0.9 0.276
F 0.6897 0.0652 6.1637 -0.1 0.1 0.3 -0.354
F 1.0593 -1.2529 4.5218 0.0 -0.4 -0.4 -0.258
C 2.3377 0.7522 4.6464 0.3 -0.6 0.0 0.681
F 2.3466 1.6408 3.6521 -0.4 0.3 -0.2 -0.294
F 3.2345 -0.1961 4.3237 0.3 -0.2 0.0 -0.333
C 2.8980 1.4458 5.9181 0.8 0.6 -0.7 0.543
F 4.0106 2.0925 5.5312 0.0 0.0 0.0 -0.273
F 2.0743 2.3597 6.4054 -0.4 -0.1 0.3 -0.175
F 3.2664 0.5766 6.8383 -0.4 -0.3 0.4 -0.250
C 0.2234 -0.3716 1.8836 0.6 -1.2 0.9 -0.768
C 0.1326 -0.2972 0.5350 0.1 -1.0 -1.4 0.335
C -0.4278 0.7824 -0.1076 -0.5 0.1 -0.6 -0.752
C -0.3926 0.5147 -1.6089 0.1 0.5 0.1 -0.659
O -1.0255 0.9835 -2.5148 0.7 -0.3 0.8 -0.490
N 0.5822 -0.5352 -1.7510 0.0 -0.5 -0.2 0.258
C 1.9962 -0.0927 -1.9060 0.3 0.1 -1.2 -0.121
C 2.1674 1.1260 -2.8010 1.2 0.7 0.6 -1.346
C 2.0721 2.4431 -1.9969 -0.1 0.2 -0.2 0.061
S 3.7545 3.0999 -1.6707 0.1 -0.2 0.0 -0.280
C 0.5421 -1.2891 -0.5367 -0.3 -0.4 0.3 -0.789
O 0.7620 -2.4762 -0.4632 0.1 1.1 0.3 -0.586
H 0.1820 4.7525 -0.9071 0.2 -0.1 0.0 0.256
H -1.1892 5.6263 -0.2316 -0.1 0.0 -0.1 0.433
H -0.0750 4.8633 0.8796 0.2 0.0 0.0 0.333
H -3.8782 4.2207 0.1556 0.0 0.0 -0.2 0.418
H -3.6041 2.7386 1.0779 -0.1 -0.1 -0.1 0.254
H -2.9156 4.2571 1.6441 -0.2 0.0 0.1 0.361
H -1.1317 2.5964 2.5716 0.0 0.1 0.2 0.845
H 0.6462 -1.2439 2.3557 0.0 -0.1 -0.1 0.894
H 2.5356 -0.9124 -2.3637 0.0 -0.3 0.1 0.448
H 2.4757 0.1256 -0.9417 -0.2 0.0 0.1 0.127
H 3.2052 1.1005 -3.1770 -0.7 -0.2 0.0 0.656
H 1.5377 1.1281 -3.6835 -0.3 0.0 0.1 0.365
H 1.6165 2.2775 -1.0242 -0.3 0.1 0.0 -0.108
H 1.5399 3.1961 -2.5670 -0.2 0.0 0.1 0.405
H 3.4390 4.2071 -0.9709 -0.2 -0.2 -0.1 0.138
C -4.1476 -0.2563 -0.5318 0.1 0.0 0.0 -0.476
C -5.4884 -0.9455 -0.7415 0.2 0.0 0.1 -0.432
C -6.5328 -0.0221 -1.3759 0.1 0.0 0.2 -0.493
C -6.7869 1.1443 -0.5202 -0.2 0.4 0.1 0.243
N -6.9828 2.0534 0.1603 0.1 -0.4 -0.3 -0.483
H -4.2355 0.5849 0.1586 0.0 0.0 0.0 -0.001
H -3.4216 -0.9508 -0.1056 0.0 0.0 0.0 0.097
H -3.7470 0.1170 -1.4777 0.0 0.0 0.0 0.327
H -5.8578 -1.3131 0.2191 -0.1 0.0 0.0 0.329
H -5.3507 -1.8128 -1.3850 -0.1 0.0 -0.1 0.208
H -7.4724 -0.5554 -1.5222 0.0 0.1 0.0 0.359
H -6.1889 0.3287 -2.3498 0.0 0.0 0.0 0.302
C 1.5200 1.0723 -8.1778 0.0 0.0 0.0 -1.127
C 2.6450 2.0872 -8.3489 -0.2 -0.2 -0.1 -0.424
C 3.4467 2.3089 -7.0617 -0.2 0.1 -0.1 -0.388
C 2.5818 2.8180 -5.9931 -0.1 0.1 0.4 0.236
N 1.8958 3.2090 -5.1548 0.3 -0.1 -0.5 -0.416
H 0.7848 1.4103 -7.4464 0.0 0.0 0.0 0.337
H 0.9955 0.9223 -9.1216 0.0 0.0 0.0 0.333
H 1.9094 0.1063 -7.8502 0.0 0.0 0.0 0.297
H 2.2242 3.0366 -8.6857 0.1 0.0 0.0 0.295
H 3.3248 1.7431 -9.1306 0.1 0.1 0.0 0.311
H 4.2474 3.0289 -7.2312 0.0 0.0 0.1 0.316
H 3.8995 1.3743 -6.7263 0.0 0.0 0.1 0.247
C 5.8062 -3.8599 -4.2735 0.0 0.0 0.0 -1.128
C 6.8160 -3.1458 -3.3817 -0.1 -0.2 -0.2 -0.420
C 6.1525 -2.2570 -2.3240 0.1 0.0 -0.2 -0.401
C 5.3427 -1.2120 -2.9583 -0.3 0.4 0.0 0.207
N 4.7064 -0.3930 -3.4604 0.7 -0.7 0.0 -0.445
H 5.2049 -3.1505 -4.8439 0.0 0.0 0.1 0.338
H 6.3184 -4.5026 -4.9895 0.0 0.0 0.0 0.333
H 5.1316 -4.4825 -3.6826 0.0 0.0 0.0 0.296
H 7.4799 -2.5414 -4.0026 0.0 0.0 0.1 0.292
H 7.4374 -3.8871 -2.8764 0.0 0.1 0.1 0.309
H 6.9079 -1.7778 -1.7010 -0.1 0.0 0.0 0.308
H 5.5075 -2.8513 -1.6746 0.0 0.0 0.0 0.285
C -1.4289 -5.4940 1.6992 0.0 0.0 0.0 -1.034
C -0.4543 -4.8703 2.6863 0.0 -0.2 -0.2 -0.394
C -1.1392 -3.9178 3.6707 0.1 0.0 -0.2 -0.522
C -1.7823 -2.8098 2.9548 -0.3 0.4 0.0 0.394
N -2.2876 -1.9354 2.3996 0.2 -0.5 0.2 -0.415
H -1.9001 -4.7329 1.0762 0.0 0.0 0.0 0.177
H -0.9089 -6.1850 1.0354 0.0 0.0 0.0 0.387
H -2.2143 -6.0486 2.2176 0.0 0.0 0.0 0.344
H 0.3201 -4.3329 2.1342 0.0 0.0 0.1 0.188
H 0.0442 -5.6607 3.2506 0.0 0.1 0.1 0.390
H -0.4084 -3.5032 4.3662 -0.1 0.1 0.0 0.100
H -1.8970 -4.4437 4.2530 0.0 0.0 0.0 0.471
C -2.7906 5.4119 8.4488 0.0 0.0 0.0 -1.210
C -1.8026 4.3409 8.0000 -0.2 0.1 0.2 -0.490
C -1.0150 4.7431 6.7486 -0.2 -0.2 0.1 0.202
C -1.9177 4.9736 5.6142 -0.1 0.1 -0.4 0.252
N -2.6292 5.1528 4.7259 0.3 -0.1 0.4 -0.466
H -3.5511 5.5969 7.6890 0.0 0.0 0.0 0.337
H -3.3063 5.0979 9.3563 0.0 0.0 0.0 0.357
H -2.2802 6.3539 8.6589 0.0 0.0 0.0 0.307
H -2.3429 3.4120 7.8082 0.1 0.0 0.0 0.274
H -1.0974 4.1408 8.8088 0.1 0.0 -0.1 0.386
H -0.3132 3.9547 6.4744 0.0 0.0 -0.1 -0.251
H -0.4442 5.6544 6.9322 0.0 0.0 0.0 0.344
C -0.9634 -4.7019 -2.4241 0.0 -0.1 0.0 -1.015
C -2.0742 -5.6836 -2.0660 0.3 0.1 0.0 -0.241
C -3.1839 -5.7443 -3.1226 0.1 0.1 0.2 -0.571
C -3.8277 -4.4376 -3.2888 -0.3 0.4 -0.2 0.266
N -4.3336 -3.4107 -3.4176 0.2 -0.4 0.1 -0.445
H -1.3362 -3.6787 -2.4875 0.0 0.0 0.0 0.262
H -0.1769 -4.7111 -1.6704 0.0 0.0 0.0 0.265
H -0.5140 -4.9630 -3.3848 0.0 0.0 0.0 0.382
H -2.5010 -5.4066 -1.1032 -0.1 0.0 0.0 0.102
H -1.6489 -6.6832 -1.9521 -0.1 0.0 0.0 0.360
H -3.9451 -6.4686 -2.8316 -0.1 0.0 -0.1 0.311
H -2.7756 -6.0531 -4.0859 0.0 0.0 0.0 0.325
```
Positions in Å, forces in eV/Å.


Entry 3:
Entry from the OMol25 dataset: a single C5H8FNO molecule in a non-equilibrium geometry (wB97M-V/def2-TZVPD).

Computed properties:
Relative energy (zero: lowest compared OMol25 entry of this formula, charge and spin): 445.98 kJ/mol
Net charge: 0
SMILES string: CC(=O)N/C(C)=C\F
Frontier orbital gap: 9.53 eV
LUMO energy: 0.724 eV

```
16
Properties=species:S:1:pos:R:3:forces:R:3:nbo_charge:R:1
C 1.7209 -1.8752 -1.0399 1.2 1.3 2.6 -0.713
C 0.5005 -1.0887 -0.3964 -0.3 -2.9 2.2 0.682
O -0.5743 -1.7116 -0.2285 3.7 2.5 0.0 -0.558
N 0.9683 0.2151 0.2197 -5.9 -1.7 -1.1 -0.659
C -0.0422 1.2897 0.5002 -2.0 -4.4 -2.6 0.012
C 0.2220 2.0746 1.6787 2.8 2.6 6.0 -0.667
C -1.3054 1.0418 -0.0306 -0.8 1.3 2.2 0.230
F -1.7498 0.0771 -0.8665 0.8 1.6 -0.5 -0.309
H 1.7621 -3.0727 -0.9388 -0.7 3.1 -0.6 0.262
H 1.7530 -1.3546 -2.0256 0.7 -1.2 0.3 0.238
H 2.6167 -1.4636 -0.3146 -1.7 -1.2 -2.2 0.200
H 1.9073 0.3795 0.1097 2.3 0.9 -0.4 0.391
H 1.4378 2.4632 1.7254 -3.5 -0.9 -0.4 0.217
H -0.4125 2.9865 2.1676 1.1 -2.0 -2.4 0.263
H 0.1934 1.4160 2.6950 0.2 0.8 -2.5 0.235
H -2.2682 1.4857 0.3976 1.9 0.1 -0.5 0.175
```
Positions in Å, forces in eV/Å.


Entry 4:
Entry from the OMol25 dataset: 2 unconnected molecules or ions with the total composition C6H11NO in a non-equilibrium geometry (wB97M-V/def2-TZVPD).

Computed properties:
Relative energy (zero: lowest compared OMol25 entry of this formula, charge and spin): 189.12 kJ/mol
Net charge: 0
SMILES string: C=CC(C)=O.C=CN
Frontier orbital gap: 8.76 eV
LUMO energy: 0.484 eV

```
19
Properties=species:S:1:pos:R:3:forces:R:3:nbo_charge:R:1
C -1.3171 0.1961 1.8904 0.3 -0.1 -0.3 -0.327
C -1.0547 -0.5733 0.8360 -0.4 0.5 0.4 -0.307
C -1.0618 -0.0059 -0.5472 -1.5 -0.1 0.1 0.570
C -1.1183 -1.0510 -1.6343 0.5 0.4 -0.2 -0.719
O -1.2584 1.1772 -0.7566 0.4 -0.4 0.0 -0.575
H -1.4689 1.2567 1.7586 0.0 0.1 -0.1 0.208
H -1.3303 -0.1812 2.8994 -0.1 -0.2 0.1 0.200
H -0.9645 -1.6463 0.9271 0.3 -0.1 0.0 0.210
H -2.0037 -1.6706 -1.5009 -0.1 0.0 0.1 0.236
H -1.1460 -0.5762 -2.6117 0.0 0.0 0.0 0.232
H -0.2414 -1.6915 -1.5621 0.0 -0.1 0.0 0.232
C 1.9076 -0.4929 0.4119 0.1 0.4 -0.5 -0.518
C 1.6690 0.5315 -0.4212 1.0 -0.1 0.5 0.009
N 1.4561 1.8392 -0.0176 -0.2 0.0 0.0 -0.802
H 2.2423 -1.4467 0.0450 0.0 -0.2 -0.2 0.205
H 1.9057 -0.3579 1.4808 -0.2 0.0 0.2 0.194
H 1.8102 0.4189 -1.4886 -0.2 -0.1 -0.1 0.193
H 0.8601 2.3653 -0.6417 0.0 0.0 0.0 0.389
H 1.1141 1.9086 0.9326 0.1 0.1 0.0 0.371
```
Positions in Å, forces in eV/Å.